# 1
Computed, not measured: a structure of composition C35H41NOTcTe, with wB97M-V/def2-TZVPD.

Kohn-Sham gap (alpha / beta): 7.0 / 6.3 eV
LUMO (alpha / beta): -0.36244 / -0.39085 Eh
E: -1836.1339 Ha
E_HOMO (alpha / beta): -16.89 / -16.90 eV
ΔE to the lowest compared entry with this formula, charge and spin: 0.000 eV
charge: +3
spin multiplicity: 3

```
80
C35H41NOTcTe, DFT wB97M-V/def2-TZVPD
Tc -0.1039 1.0184 -0.3637
C -1.7951 3.0018 2.1033
C -0.7054 2.0651 1.6739
C 0.4851 2.6086 1.1623
C 0.6355 4.0966 1.0404
C 1.5665 1.7140 0.7886
C 2.7870 2.2700 0.0980
C 1.5225 0.3299 1.1699
C 2.7449 -0.5315 1.0541
C 0.2829 -0.2326 1.5401
C 0.1838 -1.7075 1.8104
C -0.8552 0.6362 1.7160
C -2.1599 0.0327 2.1560
H -1.4926 3.4601 3.0498
H -2.7473 2.5158 2.2731
H -1.9362 3.8137 1.3920
H -0.1016 4.5250 0.3602
H 1.6228 4.3929 0.7075
H 0.4693 4.5445 2.0223
H 3.4977 2.6549 0.8339
H 2.5206 3.0842 -0.5714
H 3.2902 1.5080 -0.4917
H 2.6988 -1.1944 0.1869
H 2.8262 -1.1608 1.9407
H 3.6513 0.0599 0.9839
H 0.3231 -1.8861 2.8804
H 0.9543 -2.2658 1.2856
H -0.7836 -2.1170 1.5364
H -2.3149 -0.9585 1.7445
H -3.0106 0.6432 1.8780
H -2.1515 -0.0527 3.2468
C -0.8116 -3.6936 -8.3037
C -0.5842 -3.1824 -6.9164
C 0.4835 -3.6463 -6.1489
C 0.7236 -3.1855 -4.8670
C 1.9103 -3.7287 -4.1055
C -0.1688 -2.2180 -4.3517
Te 0.1779 -1.8354 -2.3430
N 0.6254 0.0933 -2.0354
C 0.5144 1.1922 -2.8061
O 0.0534 2.1593 -2.0748
C 0.8405 1.3441 -4.1937
C 0.3217 2.4418 -4.8971
C 0.6271 2.5958 -6.2341
C 1.4596 1.6743 -6.8644
C 1.9947 0.5940 -6.1658
C 1.6829 0.4229 -4.8334
C -1.6849 -1.3287 -1.4727
C -2.0727 0.0249 -1.3957
C -3.2882 0.3662 -0.8126
C -4.0949 -0.6321 -0.2815
C -3.6904 -1.9552 -0.3441
C -2.4809 -2.3388 -0.9441
C -2.1455 -3.8017 -1.0505
C -1.2374 -1.6945 -5.1056
C -2.1631 -0.6207 -4.6111
C -1.4182 -2.2013 -6.3782
H -0.2995 -4.6377 -8.4737
H -0.4333 -2.9712 -9.0311
H -1.8740 -3.8249 -8.5044
H 1.1500 -4.3905 -6.5684
H 2.5575 -4.2883 -4.7769
H 1.6126 -4.4189 -3.3114
H 2.5273 -2.9400 -3.6671
H -0.3171 3.1527 -4.3892
H 0.2299 3.4349 -6.7888
H 1.7066 1.8078 -7.9099
H 2.6654 -0.0938 -6.6625
H 2.1355 -0.3882 -4.2744
H -1.6104 0.7867 -2.0307
H -3.6210 1.3971 -0.8204
H -5.0511 -0.3818 0.1597
H -4.3342 -2.7279 0.0607
H -2.6943 -4.2547 -1.8785
H -2.4233 -4.3391 -0.1452
H -1.0820 -3.9922 -1.2194
H -1.6358 0.1144 -4.0067
H -2.9855 -1.0356 -4.0239
H -2.6010 -0.0857 -5.4519
H -2.2327 -1.8150 -6.9808
```

---

# 2
Computed, not measured: a structure of composition C35H42Cl5N2O4PSi2SnTe, with wB97M-V/def2-TZVPD.

Kohn-Sham gap: 7.7 eV
LUMO: 0.01040 Eh
E: -5473.2249 Ha
E_HOMO: -7.37 eV
ΔE to the lowest compared entry with this formula, charge and spin: 0.000 eV
charge: 0

```
93
C35H42Cl5N2O4PSi2SnTe, DFT wB97M-V/def2-TZVPD
Sn 2.1581 -1.5939 -0.4435
O 2.2098 -1.1527 2.7933
C 1.1639 -1.5479 2.2967
O 1.0955 -2.3250 1.2523
C -0.1676 -1.1661 2.8801
C -0.2796 -1.1485 4.2679
C -1.4977 -0.8948 4.8712
C -2.6157 -0.6527 4.0831
C -2.4982 -0.6350 2.7037
C -1.2724 -0.8669 2.0779
P -1.1511 -0.7883 0.2352
C -2.4129 -2.0813 -0.1225
C -2.1215 -3.3623 0.3563
C -3.0142 -4.4031 0.1709
C -4.2056 -4.1884 -0.5114
C -4.4955 -2.9265 -1.0014
C -3.6064 -1.8749 -0.8056
C -2.0187 0.7672 -0.1967
C -2.2527 0.9686 -1.5605
C -2.9023 2.1061 -2.0135
C -3.2883 3.0911 -1.1140
C -3.0046 2.9326 0.2337
C -2.3769 1.7796 0.6898
H 0.6045 -1.3507 4.8589
H -1.5805 -0.8982 5.9503
H -3.5797 -0.4761 4.5428
H -3.3758 -0.4454 2.0971
H -1.1865 -3.5357 0.8795
H -2.7731 -5.3904 0.5449
H -4.8973 -5.0059 -0.6679
H -5.4187 -2.7505 -1.5390
H -3.8629 -0.8928 -1.1783
H -1.9322 0.2206 -2.2770
H -3.0968 2.2261 -3.0724
H -3.7908 3.9842 -1.4633
H -3.2775 3.7061 0.9404
H -2.1679 1.6780 1.7464
Cl -3.6543 -3.9571 -4.4633
C -2.1654 -3.7554 -3.6263
C -1.4697 -2.5538 -3.6976
Cl -2.1044 -1.2565 -4.6368
C -0.2706 -2.3902 -3.0153
Cl 0.6015 -0.9098 -3.1635
C 0.2575 -3.3963 -2.1880
O 1.3650 -3.2594 -1.4918
C -0.4551 -4.6081 -2.1589
Cl 0.1580 -5.8890 -1.1780
C -1.6339 -4.7936 -2.8675
Cl -2.4500 -6.3058 -2.8008
C 5.0722 -2.8923 2.5783
N 4.3256 -4.0377 2.0701
C 3.6375 -3.9530 0.9218
N 2.8312 -4.9546 0.5542
O 3.7930 -2.9479 0.1746
H 5.5719 -3.1971 3.4943
H 4.4047 -2.0553 2.7799
H 5.8234 -2.5883 1.8526
H 4.1105 -4.7880 2.7023
H 2.6004 -5.7010 1.1838
H 2.2346 -4.7882 -0.2478
C 1.8730 5.2433 -3.6075
Si 0.2966 4.3375 -3.1612
C -1.1743 5.4763 -3.3899
C 0.1110 2.8259 -4.2532
C 0.3705 3.8149 -1.3581
Te 1.7611 2.2294 -1.0334
C 1.2300 1.9216 1.0231
Si 2.5038 2.5426 2.2540
C 1.8935 2.1380 3.9778
C 2.6870 4.3947 2.0392
C 4.1281 1.6702 1.9383
H 1.8668 5.5484 -4.6560
H 2.7496 4.6117 -3.4470
H 1.9964 6.1413 -2.9982
H -1.2315 5.8392 -4.4185
H -1.1057 6.3450 -2.7316
H -2.1084 4.9580 -3.1635
H -0.1147 3.1143 -5.2827
H -0.6892 2.1726 -3.8993
H 1.0294 2.2345 -4.2704
H -0.6040 3.4420 -1.0390
H 0.6525 4.6548 -0.7206
H 1.0531 0.8528 1.1604
H 0.2663 2.4217 1.1413
H 0.9124 2.5797 4.1685
H 2.5813 2.5064 4.7425
H 1.8095 1.0544 4.0886
H 1.7408 4.9067 2.2302
H 3.0045 4.6354 1.0223
H 3.4301 4.8011 2.7286
H 3.9953 0.5918 2.0557
H 4.8927 1.9958 2.6474
H 4.4984 1.8701 0.9303
```

---

# 3
Computed, not measured: a structure of composition C35H42ClIrN4O10P2Se, with wB97M-V/def2-TZVPD.

Kohn-Sham gap (alpha / beta): 6.3 / 5.9 eV
LUMO (alpha / beta): -0.14130 / -0.15626 Eh
E: -5979.0588 Ha
E_HOMO (alpha / beta): -10.10 / -10.11 eV
ΔE to the lowest compared entry with this formula, charge and spin: 1.582 eV
charge: +1
spin multiplicity: 2

```
96
C35H42ClIrN4O10P2Se, DFT wB97M-V/def2-TZVPD
Ir 0.9850 0.8541 0.7459
Cl 6.0105 2.3510 -4.5126
C 4.7218 1.8081 -3.5005
C 3.5193 1.3762 -4.0797
C 2.5106 0.8985 -3.2810
C 2.6450 0.8138 -1.8770
O 1.7731 0.1552 -1.1933
C 3.8203 1.3716 -1.2960
C 4.0110 1.4639 0.0927
N 3.1397 1.2937 1.0401
C 3.4742 1.4832 2.3769
C 4.6620 2.0360 2.8455
C 4.9059 2.1958 4.2088
C 3.9791 1.8111 5.1438
C 2.7590 1.2584 4.7197
C 1.7430 0.8632 5.6135
C 0.5588 0.3726 5.1281
C 0.3878 0.2587 3.7478
N 1.3368 0.5959 2.8984
C 2.5094 1.1038 3.3338
C 4.8615 1.8114 -2.1393
H 3.3999 1.4181 -5.1540
H 1.5825 0.5495 -3.7142
H 5.0257 1.7183 0.3857
H 5.4114 2.3804 2.1488
H 5.8379 2.6388 4.5322
H 4.1556 1.9576 6.2011
H 1.9142 0.9613 6.6780
H -0.2396 0.0764 5.7924
H -0.5258 -0.1275 3.3165
H 5.7843 2.1802 -1.7069
C -2.5071 3.7824 -0.2138
C -1.2527 4.1389 0.5646
O -1.3500 5.3912 1.2436
P -0.9389 2.9669 1.9342
O 0.5173 3.2984 2.4475
O -1.9065 3.3539 3.1221
O -1.1092 1.5093 1.6295
P 0.3248 3.9995 -0.4110
O 0.0706 4.8472 -1.7419
O 1.3939 4.6193 0.4156
O 0.4384 2.5299 -0.7770
H -3.3727 3.7654 0.4494
H -2.3918 2.7939 -0.6625
H -2.6774 4.5190 -0.9988
H -0.9673 6.0926 0.7045
H 1.0020 3.9424 1.8299
H -2.0450 4.3127 3.2087
H -0.2231 4.3105 -2.4910
C -1.3351 -0.7985 -4.9442
C -1.7964 -2.1513 -4.4040
C -0.6493 -3.0398 -3.9192
C 0.0568 -2.5359 -2.6549
N -0.8192 -2.6126 -1.4936
C -1.4395 -1.5835 -0.8726
Se -1.0444 0.2317 -1.1320
N -2.2543 -2.0841 0.0765
C -3.1279 -1.3269 0.9612
C -4.6051 -1.5112 0.5950
C -5.0057 -0.9470 -0.7680
C -4.9357 0.5779 -0.8411
C -2.1173 -3.4558 0.1091
C -2.6802 -4.4319 0.9236
C -2.3002 -5.7397 0.6967
C -1.3776 -6.0757 -0.3020
C -0.8083 -5.1088 -1.1072
C -1.2023 -3.7937 -0.8894
H -2.1504 -0.2970 -5.4657
H -0.5119 -0.9294 -5.6504
H -1.0084 -0.1412 -4.1381
H -2.3169 -2.6879 -5.1991
H -2.5175 -2.0019 -3.5935
H 0.1005 -3.1164 -4.7102
H -1.0352 -4.0445 -3.7283
H 0.3828 -1.5066 -2.7591
H 0.9373 -3.1489 -2.4520
H -2.8279 -0.2812 0.9222
H -2.9519 -1.6900 1.9753
H -5.2042 -1.0281 1.3705
H -4.8386 -2.5786 0.6230
H -6.0306 -1.2601 -0.9746
H -4.3768 -1.3852 -1.5503
H -5.4754 1.0280 -0.0051
H -5.3860 0.9372 -1.7668
H -3.9047 0.9287 -0.8187
H -3.3760 -4.1841 1.7136
H -2.7207 -6.5286 1.3054
H -1.1010 -7.1120 -0.4397
H -0.0811 -5.3593 -1.8681
C 2.5764 -2.9663 1.1845
O 2.3682 -1.5536 0.9918
C 1.1312 -1.1092 1.1280
O 0.1822 -1.7827 1.4317
H 3.4775 -3.2156 0.6334
H 1.7218 -3.5287 0.8123
H 2.7135 -3.1728 2.2449
```